Record 1
C31H40AuINO2P2 as an isolated structure in a non-equilibrium geometry. Source: the Open Molecules 2025 dataset; level of theory: ωB97M-V/def2-TZVPD.

LUMO level (alpha / beta), eV: -6.14 / -6.14
Energy above the lowest of the compared OMol25 structures with the same formula, charge and spin, eV: 3.345
DFT total energy, Ha: -2526.35205
Frontier orbital gap (alpha / beta), eV: 4.04 / 4.05
E_HOMO (alpha / beta), eV: -10.19 / -10.19

The geometry in ORCA input format:
```
! RIJCOSX wB97M-V def2-TZVPD def2/J DEFGRID3
* xyz 1 1
C -2.569 -2.541 2.125
H -4.128 1.911 -0.313
H 1.448 7.173 -1.198
C 0.148 2.701 -1.373
H -3.996 -0.323 -1.408
C -2.385 -2.787 3.476
H 4.064 -2.868 0.869
H -4.589 -2.731 -1.509
H -2.792 -1.856 -3.124
C -1.794 -1.606 1.446
I -1.085 8.957 -1.405
C 0.909 5.100 -1.278
H 1.226 -3.319 -1.621
C -3.638 -0.191 -0.382
C 3.491 1.122 1.134
C -2.438 -2.833 -1.210
C 2.381 0.319 0.927
C 1.246 0.436 1.801
H -4.365 -0.517 1.633
C 1.295 1.343 2.886
H 0.429 1.464 3.524
H -3.020 -3.499 3.984
H 2.945 -3.664 -1.352
C 1.999 -2.508 0.241
C 4.744 -1.285 -1.315
H -1.087 -2.175 -2.800
H -5.050 -1.646 0.452
O -0.652 1.945 -2.001
H -2.237 3.915 -1.638
H 3.809 1.400 -1.701
C -0.123 4.181 -1.414
C 0.639 6.460 -1.282
H -2.875 1.437 0.839
H -3.882 -4.329 -1.717
H -1.235 -2.303 5.227
C 3.455 0.641 -2.398
C -3.252 1.276 -0.175
C -1.433 4.630 -1.532
Au -0.164 -0.141 -1.046
P -2.110 -1.245 -0.310
H 2.844 -3.748 1.785
C -2.095 -2.573 -2.684
C -0.673 6.893 -1.400
H 4.135 0.615 -3.251
H -2.736 6.330 -1.612
C 2.412 2.113 3.068
H 4.371 2.640 2.350
O 1.119 2.283 -0.710
C 1.976 -3.559 -0.864
C -4.718 -0.621 0.607
H 1.925 4.741 -1.174
H 4.339 1.068 0.467
H 2.441 2.829 3.878
C -0.737 -0.944 2.142
H -2.486 1.585 -0.886
N 0.196 -0.296 1.425
H 4.700 -2.351 -1.099
H 2.964 -1.433 -2.504
C -0.577 -1.208 3.527
H 5.134 -0.772 -0.436
C -1.389 -2.104 4.175
H 3.082 -2.022 2.070
H 1.025 -2.530 0.729
H 5.457 -1.144 -2.129
C -1.715 5.987 -1.517
H -1.712 -3.537 -0.790
C 3.067 -2.794 1.301
P 2.066 -0.780 -0.466
C -3.846 -3.423 -1.111
H 0.240 -0.737 4.055
H -2.170 -3.503 -3.250
H -4.125 -3.699 -0.096
C 3.381 -0.747 -1.759
H -3.346 -3.070 1.591
H -5.582 0.033 0.482
C 3.508 2.005 2.200
H 2.472 0.957 -2.745
H 1.722 -4.528 -0.430
*
```

=====

Record 2
C31H40BrKN4O2P2 as an isolated structure. Source: the Open Molecules 2025 dataset; level of theory: ωB97M-V/def2-TZVPD.

LUMO level, eV: 3.70
Energy above the lowest of the compared OMol25 structures with the same formula, charge and spin, eV: 0.813
DFT total energy, Ha: -5431.37647
Frontier orbital gap, eV: 4.81
E_HOMO, eV: -1.11

The geometry in ORCA input format:
```
! RIJCOSX wB97M-V def2-TZVPD def2/J DEFGRID3
* xyz -2 1
C -4.082 3.290 -2.802
C -4.042 1.939 -3.132
H -3.300 0.017 -2.672
C -2.238 -2.089 2.776
C 2.338 0.599 4.169
H 0.002 2.507 2.834
C 1.221 -1.924 3.914
H 3.340 -2.102 3.481
C -0.293 1.554 -3.651
C -0.345 0.197 4.762
C 3.530 1.064 -7.004
H 3.524 -4.400 1.041
H 0.347 3.714 1.586
H -3.114 -2.201 2.101
C -2.376 1.820 1.946
H -1.197 2.246 -5.477
C -1.860 3.425 0.230
H -2.965 2.526 2.567
C 0.405 -0.718 -5.037
H -3.032 1.337 1.225
C 0.629 -0.538 -3.658
C 0.802 -3.427 1.051
C 2.397 -2.564 3.170
H 0.476 0.577 -9.302
C -0.453 3.212 2.136
C -0.635 1.450 -5.006
N -1.324 2.515 1.225
H -0.743 1.208 4.656
C 1.041 -3.057 -4.771
C -3.301 1.061 -2.349
C -2.635 2.791 -0.922
H 2.463 -3.634 3.408
H -1.011 3.986 -0.180
C 1.258 -2.915 -3.426
H 1.418 -1.917 4.994
C 2.033 1.920 -8.690
H 2.201 1.681 4.230
P 0.828 -0.181 3.392
N 1.034 -1.540 -7.928
H 1.160 -4.022 -5.254
H 0.985 -4.419 1.481
C 1.327 0.730 -8.650
H -0.558 0.209 -6.737
H -0.578 2.431 -3.080
N 0.318 0.593 -2.999
O 1.342 -1.433 -1.589
C 3.589 -3.361 0.702
H 3.111 -0.896 -6.269
H 0.307 -2.491 3.739
H -3.394 4.755 -1.392
K -0.177 -0.126 0.232
P 2.220 -2.315 1.350
C -2.544 1.412 -1.210
H 4.551 -2.949 1.015
C 1.130 -1.640 -2.792
O -1.254 -1.300 2.282
H 3.544 -3.334 -0.387
N 0.785 -2.325 -6.964
H -4.584 1.570 -4.001
H -2.676 -1.729 3.744
H -1.918 -3.142 3.001
H 3.214 0.418 3.541
C 0.748 -1.988 -5.636
H -4.652 3.999 -3.394
H -1.181 -0.497 4.695
H -0.086 -2.973 1.504
C -3.375 3.703 -1.683
C -0.280 0.322 -5.699
H 1.733 2.717 -9.357
H 4.392 1.199 -6.364
H -0.989 3.982 2.731
C 1.692 -0.297 -7.778
H -1.950 1.034 2.571
H 1.528 -3.760 -2.804
C 3.134 2.074 -7.866
C 2.810 -0.116 -6.955
Br 4.126 3.699 -7.921
H -2.506 4.181 0.729
H 2.539 0.217 5.177
H 0.137 0.109 5.742
H 0.631 -3.523 -0.022
*
```

=====

Record 3
A 3-piece molecular cluster, C31H40ClN2O12P overall in a non-equilibrium geometry. Source: the Open Molecules 2025 dataset; level of theory: ωB97M-V/def2-TZVPD.

LUMO level, eV: -1.59
Energy above the lowest of the compared OMol25 structures with the same formula, charge and spin, eV: 0.000
DFT total energy, Ha: -3019.07808
Frontier orbital gap, eV: 6.86
E_HOMO, eV: -8.45
SMILES: CC(C)(C)CC(C)(C)c1ccc(OCCOCCN([PH2]=N)C(=O)OCl)cc1.O=C1C=C(O)C(=O)C=C1O.O=C1C=C(O)C(=O)C=C1O

The geometry in ORCA input format:
```
! RIJCOSX wB97M-V def2-TZVPD def2/J DEFGRID3
* xyz 0 1
C -1.602 -0.366 -0.019
Cl 4.319 5.317 -0.401
O 1.869 2.910 -3.022
C -1.711 2.957 -1.958
H 2.480 4.729 -3.792
C 0.576 1.101 6.351
H -1.151 -3.216 -1.744
H 2.418 -2.617 -1.259
H -4.980 -8.710 -1.744
C 3.008 2.340 -3.585
H 0.964 -0.769 5.418
C -0.160 -3.239 -1.306
H 3.250 2.768 -4.559
H -2.284 3.436 -2.736
C -4.114 -4.872 -0.119
C -1.292 1.045 -0.505
O -6.710 -7.675 -1.504
H 3.006 0.977 1.600
H 4.777 1.438 -2.727
C 0.457 4.820 -3.116
H -0.120 -3.882 -0.433
C -0.334 -1.198 0.231
H -0.723 1.516 7.602
H 1.854 1.182 -1.349
C 1.227 0.274 5.523
H -0.042 4.166 -3.831
C 4.239 2.384 -2.655
N 3.825 2.628 -1.241
C 2.068 3.053 5.711
C -5.596 -4.611 -0.127
H 1.167 -0.160 -2.108
C 0.455 -0.975 -2.224
H 0.350 1.347 0.856
H -0.489 -0.524 -2.504
C 0.108 3.046 -0.388
H 4.935 3.161 -2.963
H 2.772 1.293 -3.761
H 0.413 -0.619 0.763
H -2.665 -2.136 -0.665
C 0.952 2.552 6.488
C -2.281 -0.193 1.360
C -5.991 -6.797 -1.067
H 3.757 0.158 -0.652
H 0.427 5.825 -3.526
C -0.233 1.775 0.056
H 1.879 -2.560 0.456
C -0.623 3.625 -1.417
H -3.086 0.533 1.275
H 0.948 3.553 0.058
H -2.567 -6.335 -0.569
C 2.723 2.228 4.881
C -2.625 -1.080 -0.901
H 4.028 1.843 3.617
O -3.391 -3.980 0.290
O 3.749 2.617 4.141
C -6.473 -5.519 -0.575
C -2.034 1.677 -1.503
C -3.632 -6.154 -0.592
C 1.873 4.341 -2.972
O -0.219 4.877 -1.864
C 2.333 0.779 4.729
H 0.810 -1.585 -3.052
H -2.689 -1.135 1.715
C -4.509 -7.065 -1.038
H 2.313 -1.099 -0.406
N 2.598 1.645 0.957
P 2.973 1.318 -0.520
C 1.840 -2.075 -0.516
O -0.442 0.720 7.111
H -7.539 -5.342 -0.588
H 0.499 -3.686 -2.050
O 2.969 0.097 3.948
O 5.695 1.947 -0.073
C 0.387 -1.851 -0.977
H -0.622 -2.008 0.901
H 2.306 4.657 -2.031
O 0.292 3.231 7.254
H -5.127 -2.965 0.586
O -5.954 -3.421 0.337
C 5.020 2.816 -0.494
H -2.878 1.180 -1.954
H 2.337 4.093 5.826
O 5.478 4.082 -0.333
H -3.609 -0.685 -0.649
H -1.573 0.221 2.073
O -4.153 -8.260 -1.485
H -2.500 -0.917 -1.965
*
```

=====

Record 4
C31H40F2N8O4Tb as an isolated structure. Source: the Open Molecules 2025 dataset; level of theory: ωB97M-V/def2-TZVPD.

LUMO level (alpha / beta), eV: -2.67 / -2.48
Energy above the lowest of the compared OMol25 structures with the same formula, charge and spin, eV: 0.000
DFT total energy, Ha: -2968.41385
Frontier orbital gap (alpha / beta), eV: 7.09 / 7.28
E_HOMO (alpha / beta), eV: -9.76 / -9.76
⟨S²⟩: 12.617

The geometry in ORCA input format:
```
! RIJCOSX wB97M-V def2-TZVPD def2/J DEFGRID3
* xyz 1 7
C -4.438 -1.087 8.437
H 2.754 -3.061 -2.228
H -0.355 -3.217 -4.056
C -1.883 3.752 0.629
C -1.393 -1.221 1.487
C 2.413 3.064 -3.732
H -1.194 3.715 -1.389
H 2.986 -1.150 0.637
H -3.977 1.505 6.331
C -3.428 -1.842 6.395
C -3.926 -2.122 7.657
H -4.851 1.007 8.560
H -0.742 1.076 -5.586
H -2.088 4.813 0.620
C -1.193 -2.603 1.434
C 2.031 1.958 -5.832
H -3.934 -2.957 10.304
C -0.900 1.653 -4.673
H -1.545 -3.213 2.256
H -0.031 3.271 -3.603
Tb 1.409 -0.361 -3.089
F 1.602 -2.660 -4.137
H 1.864 -0.725 -6.210
H -1.509 -0.009 -3.634
H 4.749 -1.209 0.717
H 1.202 1.638 -6.467
H 3.186 -1.093 -5.333
H 5.987 -2.521 -1.274
H -3.026 1.785 4.382
O 2.631 -2.344 -1.594
C 3.867 -1.732 0.355
F -0.045 -1.475 -5.032
C -3.948 0.480 6.683
N -0.254 -0.933 -0.624
H 1.789 1.756 -0.739
H -3.027 -2.639 5.784
C 5.004 -2.873 -1.588
C 0.158 2.725 -4.524
N -0.823 0.732 -3.530
H 3.537 0.849 -6.874
C -1.865 1.604 1.677
H 2.400 2.906 -6.244
H 2.868 3.728 -1.767
H 2.341 4.083 -4.138
O 3.611 -0.464 -3.031
C 3.935 -1.888 -1.149
C -0.108 -2.250 -0.632
C -4.949 -2.564 10.224
C -1.282 1.054 0.499
H -2.550 3.413 2.629
H 5.011 -2.980 -2.675
C 3.096 0.888 -5.875
C 2.117 3.095 -2.247
H 0.078 3.452 -5.342
N 1.515 2.157 -4.467
H 4.826 -3.847 -1.128
C 4.165 -0.542 -1.855
H 3.133 1.478 -1.589
N -2.761 0.910 3.968
C -0.962 -0.389 0.426
C -2.179 0.716 2.735
H -5.382 -2.477 11.215
N -1.054 1.840 -0.568
H 3.799 -2.712 0.827
H -3.911 -3.139 8.019
H 3.898 1.101 -5.169
C -4.446 0.219 7.940
H 3.440 2.730 -3.881
H 1.154 3.548 -2.044
N -2.440 -1.278 3.762
N 2.479 -0.380 -5.480
O 4.755 0.370 -1.299
C 0.207 -2.300 -3.894
C -3.431 -0.547 5.890
H -5.558 -3.238 9.618
H 0.427 -2.659 -1.472
C -2.135 2.975 1.729
O -4.945 -1.251 9.677
N 2.145 1.734 -1.691
C -1.999 -0.637 2.641
C -0.565 -3.129 0.348
H -1.031 1.200 -2.646
H -1.880 2.128 -4.757
H -0.386 -4.190 0.244
C -2.886 -0.325 4.551
C -1.358 3.129 -0.495
*
```

=====

Record 5
C31H40Ge2N3O2Pt as an isolated structure. Source: the Open Molecules 2025 dataset; level of theory: ωB97M-V/def2-TZVPD.

LUMO level (alpha / beta), eV: 4.71 / 4.69
DFT total energy, Ha: -5793.08319
Frontier orbital gap (alpha / beta), eV: 4.48 / 5.04
E_HOMO (alpha / beta), eV: 0.23 / -0.34
⟨S²⟩: 3.775

The geometry in ORCA input format:
```
! RIJCOSX wB97M-V def2-TZVPD def2/J DEFGRID3
* xyz -2 4
C 0.978 -1.453 3.243
H -7.293 0.458 1.790
H 3.829 1.721 -3.902
H 6.793 -0.798 0.931
H 2.388 2.326 4.179
H 2.219 4.017 1.460
H 3.540 1.807 1.904
N 0.722 -2.120 -1.848
C 1.452 -4.401 -2.159
C -5.926 1.606 0.587
C -2.664 0.390 -0.989
C 1.822 1.950 -3.192
H 0.912 1.550 4.781
H -3.814 -1.607 0.322
H 1.160 -5.390 -2.529
H 2.365 -4.089 -2.673
C 0.328 -3.386 -2.393
C -0.584 2.522 -2.581
H -0.714 -4.067 -0.617
H 5.942 1.311 1.923
H -0.771 -2.544 -4.045
N -0.895 1.480 -1.871
O 2.056 0.984 -2.420
C 0.040 -3.259 -3.894
H 3.249 3.402 -3.958
H -1.736 1.509 3.111
C 0.652 2.710 -3.278
H -2.128 -3.482 2.203
Ge 0.981 0.307 0.778
C 4.831 -1.469 0.345
Ge 0.612 2.164 2.296
C -0.940 -3.850 -1.663
C -3.971 0.438 -0.220
C 1.134 3.878 1.450
C 5.253 0.601 1.477
H 2.786 -1.868 -0.159
C 3.887 0.877 1.462
H -0.243 -4.226 -4.329
C 2.970 2.356 -4.114
H -1.822 2.288 1.526
H 0.678 3.556 -3.954
H 2.684 2.240 -5.163
Pt 0.199 -0.330 -1.621
H 0.940 3.311 4.508
C 3.473 -1.180 0.327
C -1.253 -2.914 2.503
H -5.935 -1.613 1.640
C -0.625 -3.190 3.711
C -4.735 1.599 -0.126
C -6.367 0.450 1.225
H -1.597 3.280 2.991
C -1.341 2.331 2.507
H 0.996 -2.661 5.021
H -1.256 -1.708 0.724
H -1.696 -3.063 -1.695
H -2.560 3.254 -3.048
H -1.005 -3.971 4.361
N -2.141 1.566 -1.210
H 0.669 4.718 1.978
C -4.420 -0.714 0.413
C -0.760 -1.912 1.670
C 0.366 -1.160 2.020
H 1.670 -4.474 -1.091
H -6.510 2.518 0.650
C 5.731 -0.578 0.923
H 0.924 -2.879 -4.411
H 5.191 -2.388 -0.107
C 2.964 -0.004 0.897
H 1.859 -0.892 3.542
H -1.229 4.396 -3.401
H -1.336 -4.758 -2.137
H -1.779 4.091 -1.732
C -1.597 3.637 -2.709
C -5.607 -0.709 1.138
O -2.231 -0.763 -1.296
H 0.807 3.887 0.407
C 0.497 -2.454 4.080
C 1.296 2.345 4.137
H -4.362 2.492 -0.611
*
```